1.
Here is a 2-piece molecular cluster, C30H33BNO2 overall in a non-equilibrium geometry from OMol25. Energies are from ωB97M-V/def2-TZVPD.

The geometry in XYZ format:
```
67
C30H33BNO2, DFT ωB97M-V/def2-TZVPD
C -5.285 -2.533 -5.918
C -4.368 -1.403 -6.274
N -3.577 -0.814 -5.348
B -3.575 -1.264 -3.813
H -2.874 -0.472 -3.077
C -2.761 0.178 -5.745
C -1.865 0.831 -4.733
C -2.721 0.611 -7.058
C -3.537 0.045 -8.027
C -4.368 -0.985 -7.602
H -5.822 -2.796 -6.839
H -4.748 -3.433 -5.586
H -6.034 -2.256 -5.164
H -4.696 -1.212 -3.383
H -3.078 -2.359 -3.714
H -1.333 1.653 -5.229
H -2.424 1.269 -3.891
H -1.101 0.139 -4.339
H -2.035 1.406 -7.295
H -3.542 0.373 -9.061
H -5.040 -1.504 -8.274
C 3.785 -4.338 7.170
O 4.023 -2.917 7.096
C 3.544 -2.192 6.053
C 3.667 -0.779 6.109
C 3.062 0.021 5.153
C 2.488 -0.562 3.981
C 1.862 0.225 2.909
C 1.264 1.487 3.176
C 0.649 2.372 2.289
C 0.157 3.682 2.674
C -0.346 4.614 1.712
C -0.825 5.866 2.120
C -0.851 6.206 3.478
C -0.308 5.332 4.423
C 0.176 4.087 4.029
C 1.852 -0.314 1.560
C 2.983 -1.028 1.072
C 3.073 -1.386 -0.257
C 1.966 -1.180 -1.122
O 2.082 -1.623 -2.400
C 0.968 -1.479 -3.293
C 0.805 -0.540 -0.631
C 0.762 -0.121 0.687
C 2.480 -1.980 3.900
C 2.921 -2.787 4.934
H 4.324 -4.625 8.070
H 2.716 -4.572 7.283
H 4.189 -4.883 6.305
H 4.211 -0.349 6.946
H 3.068 1.103 5.277
H 1.339 1.779 4.220
H 0.603 2.162 1.223
H -0.353 4.342 0.658
H -1.191 6.580 1.377
H -1.282 7.160 3.801
H -0.264 5.603 5.480
H 0.578 3.402 4.780
H 3.801 -1.271 1.747
H 3.968 -1.848 -0.658
H 1.317 -1.980 -4.196
H 0.062 -1.973 -2.907
H 0.762 -0.419 -3.503
H -0.043 -0.371 -1.289
H -0.147 0.356 1.046
H 2.089 -2.473 3.010
H 2.797 -3.864 4.881
```

The total energy comes out at -1392.77070 a.u. The value obtained for the LUMO energy is -4.93 eV. The charge is +1. The HOMO energy comes out at -11.110 eV.

2.
Here is C30H33F3N5OPtSe as an isolated structure from OMol25. Energies are from ωB97M-V/def2-TZVPD.

The geometry in XYZ format:
```
74
C30H33F3N5OPtSe, DFT ωB97M-V/def2-TZVPD
Pt 0.100 0.002 0.019
O -0.553 -1.797 0.575
C -0.917 -2.173 1.790
C -1.153 -3.553 1.952
C -1.536 -4.084 3.159
C -1.701 -3.263 4.276
C -1.458 -1.918 4.145
C -1.056 -1.345 2.927
C -0.828 0.090 2.865
N -0.413 0.788 1.816
C -0.460 2.130 2.141
C -0.882 2.247 3.420
N -1.108 0.962 3.860
H -1.021 -4.186 1.083
H -1.707 -5.150 3.242
H -2.010 -3.674 5.226
H -1.583 -1.293 5.021
H -0.191 2.894 1.434
H -1.054 3.107 4.041
H -1.469 0.711 4.763
C -3.408 -0.803 -4.920
C -3.395 -2.292 -4.590
C -4.088 -2.622 -3.270
C -3.305 -2.183 -2.035
N -2.012 -2.856 -1.941
C -0.799 -2.307 -2.088
Se -0.457 -0.476 -2.348
N 0.136 -3.257 -1.934
C 1.583 -3.042 -1.952
C 2.139 -2.788 -3.351
C 1.769 -3.849 -4.384
C 2.476 -5.183 -4.171
C -0.492 -4.454 -1.618
C 0.007 -5.712 -1.299
C -0.917 -6.692 -0.994
C -2.294 -6.433 -1.000
C -2.791 -5.183 -1.317
C -1.859 -4.200 -1.630
H -2.982 -0.617 -5.906
H -2.831 -0.219 -4.201
H -4.429 -0.417 -4.922
H -2.364 -2.663 -4.567
H -3.892 -2.844 -5.389
H -4.288 -3.694 -3.210
H -5.059 -2.122 -3.231
H -3.850 -2.409 -1.117
H -3.107 -1.113 -2.050
H 2.031 -3.927 -1.505
H 1.792 -2.201 -1.289
H 3.228 -2.737 -3.255
H 1.805 -1.805 -3.685
H 2.021 -3.464 -5.374
H 0.684 -3.997 -4.388
H 3.559 -5.049 -4.146
H 2.248 -5.883 -4.974
H 2.180 -5.662 -3.237
H 1.067 -5.921 -1.275
H -0.569 -7.684 -0.740
H -2.982 -7.227 -0.745
H -3.852 -4.981 -1.307
F 4.395 5.357 0.054
C 4.369 4.530 -0.999
F 5.580 3.969 -1.104
F 4.153 5.259 -2.094
C 3.309 3.469 -0.811
C 3.388 2.623 0.284
C 2.415 1.661 0.449
N 1.403 1.508 -0.422
C 1.333 2.330 -1.477
C 2.267 3.322 -1.706
H 4.188 2.710 1.005
H 2.429 0.978 1.287
H 0.509 2.172 -2.157
H 2.173 3.963 -2.571
```

The total energy comes out at -4332.27727 a.u. The value obtained for the LUMO energy is -2.95 eV. The charge is +1. The HOMO energy comes out at -10.190 eV.

3.
Here is C30H33INO3RuSSb as an isolated structure in a non-equilibrium geometry from OMol25. Energies are from ωB97M-V/def2-TZVPD.

The geometry in XYZ format:
```
71
C30H33INO3RuSSb, DFT ωB97M-V/def2-TZVPD
Ru -0.021 0.889 0.535
N 0.384 -2.088 3.616
C 0.288 -0.933 2.997
O 0.013 -0.858 1.787
C 0.549 0.284 3.863
I -0.313 2.060 2.996
H 0.287 -2.963 3.111
H 0.607 -2.159 4.599
H 1.623 0.476 3.938
H 0.125 0.175 4.862
C 4.260 -0.279 -0.439
C 2.862 0.194 -0.616
O 2.175 0.478 0.375
C 2.311 0.287 -1.973
C 3.120 0.568 -3.080
C 2.559 0.665 -4.342
C 1.203 0.430 -4.524
C 0.387 0.132 -3.436
C 0.938 0.056 -2.172
H 4.476 -0.460 0.612
H 4.963 0.460 -0.826
H 4.427 -1.192 -1.012
H 4.180 0.717 -2.948
H 3.185 0.920 -5.186
H 0.787 0.428 -5.522
H -0.660 -0.077 -3.597
H 0.329 -0.338 -1.334
S -0.044 2.736 -0.771
Sb 0.078 5.077 -0.014
C 2.229 5.413 -0.428
C 3.034 6.148 0.425
C 4.363 6.347 0.069
C 4.860 5.813 -1.114
C 4.032 5.081 -1.954
C 2.705 4.868 -1.616
C -1.421 5.602 -1.545
C -2.512 6.369 -1.190
C -3.386 6.768 -2.197
C -3.162 6.372 -3.505
C -2.059 5.607 -3.841
C -1.185 5.188 -2.846
C -0.803 5.387 1.992
C -2.114 4.966 2.172
C -2.708 5.170 3.412
C -1.997 5.793 4.427
C -0.686 6.194 4.229
C -0.069 5.990 2.999
H 2.663 6.592 1.339
H 5.006 6.923 0.719
H 5.899 5.961 -1.372
H 4.415 4.681 -2.882
H 2.054 4.300 -2.272
H -2.677 6.703 -0.173
H -4.231 7.393 -1.944
H -3.885 6.635 -4.272
H -1.884 5.310 -4.864
H -0.345 4.555 -3.100
H -2.682 4.511 1.368
H -3.729 4.855 3.570
H -2.476 5.986 5.378
H -0.132 6.680 5.019
H 0.948 6.326 2.854
C -3.880 -1.676 -0.022
C -2.424 -1.322 -0.211
O -2.196 0.088 -0.010
H -4.020 -2.744 -0.173
H -4.506 -1.155 -0.746
H -4.226 -1.435 0.982
H -2.094 -1.576 -1.228
H -1.788 -1.860 0.506
H -3.062 0.490 0.158
```

The total energy comes out at -2472.86645 a.u. The value obtained for the LUMO energy (spin up / spin down) is -15.37 / -15.41 eV. The charge is +4. The HOMO energy (spin up / spin down) comes out at -19.373 / -19.382 eV.

Among the records above, which one has the highest charge? C30H33INO3RuSSb

Among the records above, which one has the highest charge? C30H33INO3RuSSb

Which of these has the highest charge? C30H33INO3RuSSb

Among the records above, which one has the highest charge? C30H33INO3RuSSb